Model one:
Below is a cluster of 21 separate species, H42O21 in total, with properties calculated with ωB97M-V with the def2-TZVPD basis set.

Summary:
Spin multiplicity: 1
LUMO level, eV: 0.0
Gap between HOMO and LUMO, eV: 10.39

```
63
Properties=species:S:1:pos:R:3:nbo_charge:R:1
O 0.29324 -3.30263 -2.40573 -0.993
H 1.19335 -3.02870 -2.12292 0.495
H 0.38160 -4.23095 -2.62857 0.474
O -0.06711 4.57818 -0.38593 -0.927
H 0.33822 4.80436 -1.22963 0.475
H 0.38338 5.20238 0.19759 0.457
O -4.28208 -1.13521 -0.85106 -0.989
H -4.91542 -1.17012 -1.57150 0.470
H -3.96094 -0.22820 -0.75949 0.505
O 2.52390 -1.91488 -2.28745 -0.961
H 2.12919 -1.29555 -1.65797 0.498
H 2.61937 -1.42792 -3.11198 0.490
O -0.93251 2.09630 1.43979 -0.977
H -1.20485 1.25721 1.07102 0.511
H -0.88172 2.05340 2.37889 0.477
O 1.01377 3.89125 2.24905 -0.985
H 0.42571 3.80305 1.48270 0.505
H 1.86687 4.25485 2.00671 0.474
O -2.63949 -2.88353 -2.26835 -0.972
H -1.79995 -2.62333 -1.87577 0.511
H -3.35328 -2.94132 -1.64087 0.475
O -2.47270 -2.96614 0.65851 -0.942
H -2.72104 -3.38847 -0.15497 0.467
H -3.31204 -2.64405 1.00787 0.477
O 0.78231 1.49728 -0.46813 -0.984
H 0.62684 1.88571 0.43075 0.494
H 0.32872 0.68023 -0.22379 0.472
O -0.27115 -0.36352 -2.04212 -0.965
H -0.09824 0.43728 -2.55936 0.484
H 0.00626 -0.98406 -2.73500 0.479
O 3.47327 -0.16861 3.04403 -0.940
H 3.82909 0.43315 3.71433 0.481
H 2.66557 0.37654 2.97987 0.486
O -1.29344 -0.59269 1.83810 -0.997
H -1.87946 -1.26175 1.55881 0.499
H -0.80210 -0.80352 2.63486 0.500
O -3.51069 1.61346 -0.23144 -0.937
H -4.32205 1.83691 0.23372 0.469
H -3.83920 1.90964 -1.09605 0.494
O 5.07388 1.61225 1.59340 -0.964
H 5.23040 1.50339 0.65519 0.460
H 4.43612 0.93149 1.86077 0.484
O 3.11770 -2.90858 3.04978 -0.983
H 3.27088 -2.07043 3.50871 0.491
H 3.59919 -2.78804 2.23033 0.485
O -1.71030 2.34072 -2.42482 -0.964
H -1.33233 1.91685 -1.64081 0.476
H -2.17233 1.58920 -2.82037 0.482
O 0.25325 -2.75592 3.08201 -0.964
H 0.50137 -2.60645 2.15639 0.474
H 0.96435 -3.39156 3.25076 0.488
O 2.59930 -3.47332 0.42792 -0.972
H 2.36244 -4.27767 0.89373 0.487
H 3.00696 -3.63497 -0.42618 0.488
O 4.18599 1.44222 -2.03229 -0.938
H 3.24402 1.30804 -1.85849 0.479
H 4.46260 1.90351 -1.23542 0.459
O -3.09590 3.77649 1.54106 -0.946
H -2.45540 3.63489 2.23536 0.466
H -3.29240 2.92283 1.14863 0.469
O -3.03287 -0.18859 -3.40426 -0.984
H -2.74853 -1.04955 -3.06133 0.508
H -3.80868 -0.42731 -3.92376 0.468
```

***

Model two:
Below is a cluster of 21 separate species, H42O21 in total, with properties calculated with ωB97M-V with the def2-TZVPD basis set.

Summary:
Spin multiplicity: 1
LUMO level, eV: -0.2
Gap between HOMO and LUMO, eV: 10.47

```
63
Properties=species:S:1:pos:R:3:nbo_charge:R:1
O 2.01742 -3.56987 -1.64140 -0.985
H 1.81985 -3.60176 -0.69041 0.499
H 1.21052 -3.28013 -2.01714 0.478
O -2.14080 -2.90121 -1.92788 -0.991
H -2.11243 -3.92231 -1.74025 0.523
H -2.66274 -2.40688 -1.31415 0.472
O -0.05704 -1.50154 -1.24010 -1.083
H -0.56555 -2.26741 -1.46469 0.504
H 0.15006 -0.76427 -1.86037 0.514
O -1.21097 1.29637 -3.63686 -0.935
H -2.03932 1.65391 -3.73098 0.452
H -1.56298 0.51127 -3.12962 0.482
O 2.32884 0.98353 2.19695 -0.985
H 3.22905 0.99938 1.89634 0.499
H 2.02046 1.89315 2.33481 0.491
O 2.48803 -3.71215 1.42417 -0.964
H 2.84097 -2.98103 1.02846 0.468
H 1.67756 -3.50146 1.96715 0.503
O -0.62860 -4.66468 -2.34002 -0.984
H -0.71239 -4.29387 -3.19769 0.499
H 0.17580 -5.04593 -2.05937 0.506
O 3.42923 3.01927 0.82318 -0.976
H 2.79680 2.36891 0.32620 0.477
H 2.89732 3.83649 0.94240 0.500
O 2.36176 -1.99125 -3.51406 -0.963
H 2.73734 -1.99031 -2.63585 0.488
H 2.14601 -2.95011 -3.56946 0.475
O -0.17277 0.10975 1.13230 -1.041
H 0.01391 -0.68430 0.66043 0.516
H 0.51048 0.61773 1.59386 0.509
O -0.51827 -2.57805 2.70066 -1.025
H -0.70393 -1.56877 2.77761 0.517
H -0.37464 -2.98931 3.58627 0.479
O -3.84013 2.47471 0.20833 -1.000
H -3.53886 1.71081 -0.35772 0.489
H -4.74767 2.14134 0.25279 0.473
O 0.70981 0.55997 -2.39454 -0.954
H 0.97587 1.08987 -3.15012 0.518
H 1.23755 0.74551 -1.63246 0.492
O -1.93960 -0.49663 3.39305 -0.965
H -2.02966 0.43855 3.29679 0.499
H -2.39221 -1.09582 2.69848 0.494
O -4.11030 -2.01967 0.31815 -0.946
H -4.00605 -2.36004 1.15808 0.488
H -3.57164 -1.40055 -0.03053 0.465
O 0.18111 3.09873 -0.86903 -0.955
H 0.05579 2.55011 -0.05989 0.483
H -0.66178 3.32648 -1.27578 0.474
O 1.05983 4.50301 2.48421 -0.984
H 1.25139 4.05716 3.31190 0.468
H 0.05154 4.83729 2.52885 0.501
O -2.33086 0.80670 -1.07279 -0.977
H -1.89977 1.58455 -0.88943 0.486
H -1.94278 -0.02660 -0.58991 0.521
O 3.48588 0.60015 -2.82526 -1.017
H 4.42151 0.54184 -2.50416 0.499
H 3.01182 -0.08276 -3.28160 0.515
O 1.20541 2.64326 4.29719 -0.966
H 1.13544 1.68466 4.37490 0.512
H 2.06127 3.01630 4.07120 0.476
O -2.09236 3.39186 2.35684 -0.953
H -2.68118 2.72549 2.02670 0.477
H -2.33781 3.87718 1.48204 0.472
```

***

Model three:
Below is a cluster of 21 separate species, H42O21 in total, with properties calculated with ωB97M-V with the def2-TZVPD basis set.

Summary:
Spin multiplicity: 1
LUMO level, eV: 0.0
Gap between HOMO and LUMO, eV: 11.06

```
63
Properties=species:S:1:pos:R:3:nbo_charge:R:1
O -2.91634 2.41118 -1.09224 -0.980
H -3.73107 1.98618 -1.47454 0.509
H -2.41207 2.73722 -1.85401 0.480
O -5.67789 0.99149 1.74787 -0.936
H -5.46169 0.64669 2.62892 0.470
H -4.82621 1.08153 1.38011 0.467
O -2.60844 -0.30228 3.94535 -0.982
H -2.82737 -0.38923 4.88046 0.478
H -1.67731 -0.11019 3.94413 0.503
O 3.22103 0.36281 3.93435 -0.957
H 3.42887 0.04888 3.03441 0.479
H 3.63313 -0.38477 4.38110 0.478
O 1.20556 2.74315 -4.30338 -0.988
H 1.53547 3.62268 -4.18002 0.520
H 1.34784 2.41696 -5.24266 0.486
O 2.21197 -2.79418 -1.49920 -0.985
H 1.91121 -3.68140 -1.58214 0.462
H 2.69611 -2.56916 -2.33567 0.511
O 2.06316 4.12573 -1.02339 -0.979
H 1.87099 3.19700 -0.85211 0.516
H 1.88773 4.53593 -0.18247 0.478
O -5.15595 0.29727 -1.55562 -1.000
H -4.52482 -0.43041 -1.70633 0.496
H -5.73530 -0.00057 -0.85846 0.479
O 1.27010 1.40785 -0.58717 -1.048
H 1.58761 0.99150 -1.44949 0.508
H 1.45330 0.82643 0.16171 0.512
O 3.67788 -1.50616 -3.54572 -0.978
H 3.17297 -0.68003 -3.65572 0.512
H 3.73980 -1.90418 -4.42860 0.472
O 1.16776 -0.58734 1.36413 -1.036
H 0.71075 -1.46021 1.43193 0.513
H 1.08748 -0.26671 2.30057 0.496
O 2.03518 5.30896 -3.47537 -0.994
H 2.06643 4.94358 -2.53436 0.510
H 1.46059 6.06114 -3.36764 0.470
O -0.32190 -2.72032 1.68057 -1.015
H -0.10569 -3.61863 1.45448 0.484
H -1.24970 -2.48157 1.36355 0.518
O -2.70240 -1.73603 1.25364 -0.986
H -2.68964 -1.42775 2.17020 0.509
H -2.44758 -0.95614 0.71904 0.505
O 3.68092 -2.06213 2.19328 -0.990
H 3.07488 -1.51105 1.65781 0.501
H 4.36752 -2.32258 1.58708 0.483
O 1.80572 0.41613 -3.07933 -1.016
H 1.53758 1.29531 -3.43923 0.514
H 0.91431 -0.02165 -2.95140 0.511
O 0.21522 0.12008 4.35515 -1.003
H 0.47852 -0.68831 4.86619 0.507
H 0.97348 0.71665 4.37969 0.507
O 1.48416 -2.73572 4.18782 -0.981
H 0.78488 -2.84292 3.53365 0.486
H 2.30234 -2.83177 3.72254 0.490
O -3.45195 -1.69499 -2.04559 -0.983
H -3.44053 -2.21741 -1.24358 0.484
H -2.50871 -1.74599 -2.40047 0.520
O -0.53539 -1.33897 -2.14495 -1.034
H 0.19773 -1.97304 -1.89606 0.503
H -0.79886 -0.86325 -1.33503 0.502
O -1.47118 0.16627 -0.21540 -1.000
H -0.73354 0.77666 -0.17613 0.527
H -2.24864 0.62179 -0.54624 0.516
```

***

Last place for stability: model two

***

Model one:
Below is the molecule C25H30N4O2, with properties calculated with ωB97M-V with the def2-TZVPD basis set.

Summary:
SMILES string: Cc1ccc(Nc2cc(C(=O)NCCCN3CCOCC3)c3ccccc3n2)c(C)c1
Spin multiplicity: 1
LUMO level, eV: 0.3
Gap between HOMO and LUMO, eV: 8.06

```
61
Properties=species:S:1:pos:R:3:nbo_charge:R:1
C -7.11473 1.75149 -0.34476 -0.626
C -5.94319 0.82550 -0.47012 -0.016
C -5.44386 0.45297 -1.71055 -0.220
C -4.35520 -0.39158 -1.79814 -0.223
C -3.73917 -0.88644 -0.65230 0.188
C -4.25763 -0.56175 0.60773 -0.032
C -5.34265 0.30136 0.66637 -0.198
H -5.74296 0.56158 1.63638 0.206
C -3.70940 -1.14551 1.87423 -0.646
H -4.50984 -1.27061 2.60050 0.221
H -2.95748 -0.49138 2.31623 0.238
H -3.24677 -2.11295 1.69051 0.224
N -2.64306 -1.75016 -0.80473 -0.613
C -1.43536 -1.65685 -0.18876 0.413
N -0.62149 -2.67963 -0.34400 -0.485
C 0.56833 -2.66740 0.28492 0.161
C 1.40952 -3.78931 0.13651 -0.201
C 2.60211 -3.85596 0.80185 -0.205
C 3.00089 -2.81409 1.65058 -0.231
C 2.21673 -1.69995 1.79751 -0.213
C 1.00101 -1.58318 1.10023 -0.069
C 0.15134 -0.43977 1.14751 -0.057
C -1.05980 -0.48302 0.51837 -0.269
H -1.70540 0.38098 0.51130 0.243
C 0.53755 0.84725 1.81030 0.650
O -0.22579 1.47123 2.52382 -0.625
N 1.78943 1.24895 1.50845 -0.645
H 2.31536 0.78230 0.77259 0.441
C 2.29204 2.56335 1.82331 -0.225
C 2.61847 3.33759 0.54441 -0.411
H 2.95234 4.34103 0.81297 0.218
H 1.71235 3.43704 -0.05430 0.205
C 3.72796 2.66878 -0.27220 -0.213
N 3.36529 1.33793 -0.74939 -0.470
C 2.45302 1.37443 -1.88402 -0.259
C 2.05899 -0.05244 -2.26861 -0.068
O 3.18861 -0.82758 -2.58818 -0.523
C 4.07809 -0.86702 -1.49834 -0.072
C 4.53052 0.53871 -1.09918 -0.247
H 5.18949 0.47244 -0.23058 0.204
H 5.08982 0.99023 -1.93637 0.172
H 4.93154 -1.46581 -1.82009 0.194
H 3.59509 -1.35399 -0.63801 0.177
H 1.42752 -0.04733 -3.15839 0.197
H 1.50871 -0.51820 -1.43716 0.169
H 1.55507 1.93012 -1.61043 0.208
H 2.92409 1.86637 -2.75279 0.175
H 4.00854 3.32587 -1.11295 0.178
H 4.60656 2.55669 0.36930 0.197
H 3.19532 2.46865 2.43764 0.185
H 1.52361 3.08007 2.40436 0.238
H 2.51843 -0.90698 2.46560 0.225
H 3.93238 -2.89516 2.19157 0.213
H 3.23970 -4.72066 0.68892 0.215
H 1.07028 -4.59067 -0.50056 0.224
H -2.72205 -2.50153 -1.47461 0.411
H -3.96441 -0.67534 -2.76506 0.210
H -5.90437 0.82794 -2.61299 0.210
H -6.84404 2.62819 0.24216 0.220
H -7.45803 2.07974 -1.32247 0.213
H -7.93942 1.25345 0.16389 0.219
```

***

Model two:
Below is the molecule C25H30N4O2, with properties calculated with ωB97M-V with the def2-TZVPD basis set.

Summary:
SMILES string: CCc1ccc(Nc2cc(C(=O)NCCCN3CCOCC3)c3ccccc3n2)cc1
Spin multiplicity: 1
LUMO level, eV: 0.2
Gap between HOMO and LUMO, eV: 7.98

```
61
Properties=species:S:1:pos:R:3:nbo_charge:R:1
C -5.61219 -0.63506 0.02660 -0.595
H -4.97910 0.07816 0.54974 0.211
H -6.65081 -0.34875 0.17495 0.208
H -5.38571 -0.57864 -1.03611 0.203
C -5.37088 -2.05432 0.54694 -0.416
C -3.94159 -2.45889 0.32992 -0.020
C -2.96592 -2.14656 1.26844 -0.219
C -1.63819 -2.46130 1.05402 -0.199
C -1.24794 -3.08113 -0.13155 0.128
C -2.22690 -3.43266 -1.05872 -0.224
C -3.55248 -3.12150 -0.82774 -0.205
H -4.29728 -3.39445 -1.56171 0.211
H -1.93916 -3.94525 -1.96575 0.211
N 0.08607 -3.39007 -0.39882 -0.585
C 1.19251 -2.64738 -0.11007 0.402
N 2.35059 -3.22728 -0.34599 -0.478
C 3.48567 -2.55410 -0.07945 0.165
C 4.71496 -3.21163 -0.29068 -0.210
C 5.89601 -2.58591 -0.00122 -0.194
C 5.90380 -1.28303 0.51544 -0.234
C 4.72744 -0.61126 0.71806 -0.201
C 3.49636 -1.21713 0.41020 -0.063
C 2.23074 -0.58602 0.56943 -0.072
C 1.09268 -1.30362 0.33557 -0.233
H 0.12890 -0.83415 0.43698 0.229
C 2.05636 0.84784 0.96719 0.659
O 1.32506 1.18383 1.87599 -0.610
N 2.75142 1.72247 0.20327 -0.612
H 3.29775 1.37443 -0.56930 0.398
C 2.53537 3.14623 0.28630 -0.229
C 2.06940 3.74324 -1.04376 -0.414
C 0.86153 2.99542 -1.62338 -0.209
N -0.13078 2.70965 -0.61022 -0.458
C -0.92874 3.85662 -0.22106 -0.250
C -1.78867 3.46750 0.98327 -0.074
O -2.62483 2.37298 0.68671 -0.526
C -1.84218 1.26962 0.29263 -0.081
C -1.01081 1.60803 -0.94481 -0.247
H -0.41184 0.74161 -1.23411 0.202
H -1.68928 1.86216 -1.78053 0.168
H -2.53179 0.44861 0.08656 0.195
H -1.16108 0.99400 1.11068 0.185
H -2.44613 4.28925 1.27275 0.190
H -1.12485 3.20732 1.82036 0.177
H -0.27200 4.68111 0.05856 0.200
H -1.58386 4.18918 -1.04837 0.167
H 1.20123 2.03516 -2.02208 0.195
H 0.44541 3.57600 -2.46683 0.174
H 2.87979 3.70486 -1.77577 0.203
H 1.82485 4.79286 -0.87776 0.210
H 1.76705 3.28417 1.04931 0.243
H 3.45708 3.64578 0.60783 0.193
H 4.73304 0.38415 1.13864 0.218
H 6.84505 -0.81261 0.75886 0.214
H 6.83409 -3.09840 -0.15749 0.214
H 4.68679 -4.22169 -0.66816 0.224
H 0.27583 -4.23132 -0.92517 0.411
H -0.90520 -2.24453 1.81533 0.219
H -3.25000 -1.65668 2.18826 0.216
H -5.60741 -2.09015 1.61216 0.208
H -6.03523 -2.74676 0.02567 0.205
```

***

Last place for stability: model two